1.
Computed, not measured: 2 unconnected molecules or ions with the total composition CH4NS at a distorted geometry, with wB97M-V/def2-TZVPD.

Atoms and positions in Å:
S 1.73 0.04 1.82
H 1.41 -0.64 2.94
C -0.89 0.40 -0.80
N -0.40 -0.25 -1.78
H -1.30 1.39 -0.99
H -0.82 0.00 0.21
H 0.26 -0.94 -1.39

Summary:
- charge = -1
- energy relative to the best compared isomer or geometry (same formula, charge and spin) (kJ/mol) = 30.4
- Kohn-Sham gap (Ha) = 0.262

Need the Mulliken charges? In units of e they are:
1 S -0.89
2 H -0.06
3 C -0.23
4 N -0.57
5 H 0.23
6 H 0.21
7 H 0.31


2.
Computed, not measured: 7 unconnected molecules or ions with the total composition C13H20BrCl12F3N3OP at a distorted geometry, with wB97M-V/def2-TZVPD.

Atoms and positions in Å:
C -1.87 6.34 -1.72
N -1.83 4.92 -2.21
C -1.63 3.93 -1.12
C -0.13 3.29 -1.10
C 0.87 4.55 -0.94
N 1.70 5.39 -0.66
C 0.20 2.35 -2.37
C -1.05 2.03 -3.31
N -2.08 2.12 -3.95
P 1.59 3.02 -3.50
O 1.81 1.96 -4.87
Br 3.61 2.92 -2.42
C 0.00 2.34 0.22
F 1.31 1.79 0.39
F -0.31 3.02 1.43
F -0.92 1.24 0.06
H -2.80 6.89 -2.13
H -0.96 6.95 -2.12
H -1.85 6.46 -0.58
H -1.03 4.90 -2.88
H -1.79 4.37 -0.06
H -2.45 3.11 -1.21
H 0.58 1.32 -1.98
H 1.06 1.31 -4.92
Cl 1.09 -1.20 -1.91
C 0.16 -1.88 -0.57
Cl 0.87 -3.38 0.03
H 0.14 -1.15 0.24
H -0.86 -2.08 -0.91
Cl -0.58 -1.04 2.33
C -0.79 -2.49 3.33
Cl -0.71 -3.96 2.35
H -0.01 -2.52 4.08
H -1.77 -2.45 3.81
Cl 1.35 -4.09 5.12
C 3.01 -3.92 4.52
Cl 4.16 -4.76 5.56
H 3.07 -4.34 3.51
H 3.27 -2.86 4.48
Cl 6.10 1.55 -5.88
C 5.01 0.19 -5.60
Cl 5.06 -0.33 -3.91
H 3.99 0.49 -5.85
H 5.31 -0.64 -6.24
Cl -3.34 -1.55 0.91
C -4.52 -2.62 1.67
Cl -5.21 -1.89 3.12
H -5.32 -2.83 0.96
H -4.03 -3.56 1.94
Cl -1.77 -7.96 5.99
C -1.35 -6.60 4.94
Cl -2.80 -5.80 4.32
H -0.76 -5.88 5.51
H -0.76 -6.97 4.10

Summary:
- SMILES = CNC[C@](C#N)([C@@H](C#N)P(O)Br)C(F)(F)F.ClCCl.ClCCl.ClCCl.ClCCl.ClCCl.ClCCl
- Kohn-Sham gap (Ha) = 0.334

Atomic partial charges in e from the Mulliken method, atoms 1 to 8:
1 C -0.70
2 N -0.27
3 C -1.20
4 C 1.10
5 C -0.38
6 N -0.49
7 C 1.08
8 C 0.07


3.
Computed, not measured: a single C2H7N3O molecule at a distorted geometry, with wB97M-V/def2-TZVPD.

Atoms and positions in Å:
C -0.09 -1.77 -0.74
N -0.72 -1.20 0.57
N -0.59 0.08 0.67
C -0.15 0.86 -0.30
N 0.30 2.35 -0.04
O -0.04 2.60 1.32
H -0.08 -2.92 -0.62
H 0.84 -1.17 -0.89
H -0.70 -1.57 -1.55
H -0.26 -1.59 1.56
H 0.57 0.53 -1.31
H 1.39 2.18 -0.25
H -0.48 1.62 1.58

Summary:
- SMILES = CN/N=C/NO
- energy relative to the best compared isomer or geometry (same formula, charge and spin) (kJ/mol) = 678.4
- Kohn-Sham gap (Ha) = 0.339

Atomic partial charges in e from the Mulliken method, atoms 1 to 8:
1 C -0.74
2 N -0.38
3 N -0.27
4 C 0.01
5 N -0.25
6 O -0.42
7 H 0.28
8 H 0.23


4.
Computed, not measured: a gas-phase ion, C5H13N2O (charge +1) at a distorted geometry, with wB97M-V/def2-TZVPD.

Atoms and positions in Å:
C -3.06 0.47 1.64
C -1.76 -0.24 1.21
N -1.25 0.45 -0.10
C -0.24 -0.36 -0.82
C 1.11 0.14 -0.11
O 0.94 0.67 0.95
N 2.30 -0.12 -0.66
C 2.38 -0.89 -2.00
H -2.90 1.63 1.86
H -3.43 -0.06 2.64
H -3.68 0.21 0.79
H -1.81 -1.39 1.15
H -0.87 -0.34 2.00
H -2.21 0.68 -0.56
H -0.85 1.29 0.24
H -0.25 0.22 -1.73
H -0.14 -1.46 -0.80
H 3.23 0.07 -0.39
H 3.48 -1.24 -2.16
H 1.72 -1.78 -2.07
H 2.29 -0.20 -2.89

Summary:
- charge = +1
- SMILES = CC[NH2+]CC(=O)NC
- energy relative to the best compared isomer or geometry (same formula, charge and spin) (kJ/mol) = 299.6
- Kohn-Sham gap (Ha) = 0.404

Atomic partial charges in e from the Mulliken method, atoms 1 to 8:
1 C -0.99
2 C -0.53
3 N -0.24
4 C -0.97
5 C 0.68
6 O -0.60
7 N -0.19
8 C -0.77


5.
Computed, not measured: a molecular structure, C26H49Br5NNbO2PS at a distorted geometry, with wB97M-V/def2-TZVPD.

Atoms and positions in Å:
C 3.03 -2.88 0.05
C 2.04 -2.19 1.06
C 2.09 -0.59 1.01
Nb 0.39 0.40 -0.11
Br 0.19 -1.76 -1.66
C -1.00 -0.67 1.36
N -2.11 0.14 1.92
C -1.32 1.25 -1.33
C -2.08 2.53 -0.82
C -3.65 2.22 -0.89
C -4.33 3.47 -0.16
C -4.19 2.00 -2.34
C -4.55 0.51 -2.72
C -5.32 -0.33 -1.65
C -6.60 -0.09 -1.15
C -6.95 1.11 -0.18
C -7.82 -1.03 -1.48
C 1.81 1.46 -1.60
C 3.08 0.68 -2.01
C 3.07 -0.34 -3.07
C 4.24 -1.06 -3.51
C 5.54 -0.82 -2.90
C 5.61 0.19 -1.85
C 4.43 0.93 -1.43
C 4.68 1.99 -0.30
P 0.65 2.47 1.40
O 0.55 3.89 0.45
O -0.48 2.62 2.65
S 2.41 2.62 2.26
H 3.19 -2.33 -0.90
H 3.98 -3.12 0.60
H 2.59 -3.89 -0.20
H 2.41 -2.47 2.09
H 0.99 -2.59 1.02
H 1.97 -0.27 2.09
H 3.12 -0.29 0.71
H -0.39 -1.18 2.16
H -1.48 -1.52 0.77
H -2.21 1.07 1.51
H -1.86 0.32 2.91
H -2.07 0.42 -1.48
H -0.92 1.46 -2.36
H -1.93 3.35 -1.58
H -1.91 2.86 0.23
H -3.80 1.36 -0.18
H -3.91 3.46 0.89
H -5.44 3.40 -0.10
H -3.98 4.41 -0.66
H -3.51 2.46 -3.10
H -5.15 2.59 -2.42
H -3.62 -0.06 -2.99
H -5.20 0.50 -3.64
H -4.79 -1.24 -1.25
H -6.10 1.29 0.51
H -7.05 2.03 -0.82
H -7.91 0.91 0.37
H -8.62 -0.43 -1.99
H -7.52 -1.95 -2.04
H -8.26 -1.34 -0.48
H 2.16 2.43 -1.13
H 1.29 1.76 -2.55
H 2.10 -0.55 -3.57
H 4.19 -1.80 -4.34
H 6.45 -1.35 -3.20
H 6.58 0.40 -1.36
H 4.49 1.43 0.66
H 3.96 2.84 -0.36
H 5.74 2.33 -0.26
H -0.30 4.34 0.61
H -0.60 3.59 2.78
Br -0.90 0.11 4.87
C -1.97 -0.79 6.22
C -1.95 -2.29 6.02
Br -3.12 -2.82 4.55
H -2.97 -0.37 6.18
H -1.50 -0.53 7.17
H -2.35 -2.80 6.90
H -0.96 -2.68 5.80
Br 6.32 -2.77 -1.14
C 7.96 -3.33 -0.25
C 8.72 -4.34 -1.08
Br 7.90 -6.10 -0.96
H 7.68 -3.70 0.73
H 8.55 -2.41 -0.14
H 9.73 -4.47 -0.69
H 8.77 -4.08 -2.13

Summary:
- charge = -1
- Kohn-Sham gap (Ha) = 0.209

Atomic partial charges in e from the Mulliken method, atoms 1 to 8:
1 C -0.72
2 C -0.49
3 C -0.18
4 Nb -0.80
5 Br -0.41
6 C -0.62
7 N -0.17
8 C 0.04


6.
Computed, not measured: a molecular structure, C53H41BrCrN3O3P2Si at a distorted geometry, with wB97M-V/def2-TZVPD.

Atoms and positions in Å:
Cr 0.38 0.22 -0.45
C -1.95 -2.76 -0.07
Si -0.31 -1.89 0.34
C -0.01 -1.85 2.22
C 0.02 -3.05 2.92
C 0.29 -3.10 4.28
C 0.46 -1.91 4.96
C 0.41 -0.70 4.28
C 0.20 -0.63 2.89
P 0.51 1.05 1.81
C 1.40 1.80 3.25
C 2.77 1.66 3.38
C 3.45 2.25 4.44
C 2.76 2.99 5.39
C 1.38 3.12 5.27
C 0.71 2.53 4.21
C 0.98 2.81 0.83
C 0.82 4.10 1.35
C 1.25 5.23 0.67
C 1.86 5.12 -0.58
C 2.00 3.86 -1.13
C 1.58 2.74 -0.43
C 1.05 -3.19 -0.13
C 0.88 -4.57 -0.14
C 1.95 -5.43 -0.37
C 3.22 -4.91 -0.60
C 3.41 -3.54 -0.61
C 2.33 -2.69 -0.38
P 2.46 -0.88 -0.55
C 3.85 -0.42 0.58
C 4.37 -1.33 1.50
C 5.42 -0.96 2.34
C 5.96 0.31 2.27
C 5.41 1.24 1.40
C 4.35 0.88 0.58
C 3.30 -0.72 -2.19
C 3.28 -1.75 -3.13
C 3.78 -1.55 -4.41
C 4.31 -0.32 -4.78
C 4.35 0.70 -3.84
C 3.83 0.51 -2.57
H -2.02 -3.75 0.39
H -2.06 -2.87 -1.15
H -2.77 -2.15 0.30
H -0.14 -3.98 2.38
H 0.36 -4.05 4.80
H 0.65 -1.91 6.03
H 0.54 0.20 4.87
H 3.32 1.06 2.67
H 4.52 2.12 4.52
H 3.29 3.46 6.21
H 0.83 3.68 6.02
H -0.37 2.63 4.15
H 0.34 4.23 2.31
H 1.12 6.21 1.12
H 2.19 6.00 -1.11
H 2.45 3.74 -2.12
H 1.73 1.78 -0.93
H -0.10 -4.99 0.03
H 1.80 -6.50 -0.38
H 4.06 -5.57 -0.78
H 4.39 -3.13 -0.82
H 3.96 -2.32 1.57
H 5.81 -1.68 3.04
H 6.78 0.59 2.92
H 5.79 2.25 1.37
H 3.90 1.65 -0.03
H 2.89 -2.72 -2.87
H 3.73 -2.35 -5.13
H 4.69 -0.16 -5.78
H 4.78 1.66 -4.11
H 3.87 1.34 -1.88
Br 5.44 2.29 -6.95
C 3.53 2.31 -6.96
C 2.85 3.03 -5.99
C 1.47 3.02 -5.97
C 0.73 2.32 -6.95
C 1.46 1.61 -7.93
C 2.84 1.59 -7.92
N -0.62 2.36 -7.07
N -1.37 2.83 -6.10
C -1.23 2.50 -4.80
C -1.75 3.36 -3.82
C -1.68 3.08 -2.46
C -1.09 1.91 -1.99
O -1.01 1.55 -0.71
C -0.59 1.01 -2.94
N -0.08 -0.15 -2.41
C 0.12 -1.17 -3.23
C -0.05 -1.07 -4.61
C -0.42 0.14 -5.17
C -0.71 1.23 -4.34
H 3.40 3.61 -5.25
H 0.94 3.59 -5.21
H 0.91 1.07 -8.69
H 3.39 1.04 -8.68
H -2.19 4.29 -4.16
H -2.08 3.78 -1.74
H 0.43 -2.10 -2.78
H 0.13 -1.93 -5.23
H -0.55 0.22 -6.24
O -2.34 -0.05 1.49
C -2.16 1.11 1.75
O -1.03 1.69 2.12
H -2.99 1.83 1.82

Summary:
- charge = -1
- spin multiplicity = 5
- Kohn-Sham gap (alpha / beta) (Ha) = 0.186 / 0.205
- expectation value of S² = 6.174

Atomic partial charges in e from the Mulliken method, atoms 1 to 8:
1 Cr -2.09
2 C -1.61
3 Si 2.27
4 C 0.59
5 C -0.36
6 C -0.87
7 C -0.96
8 C -0.88


| no. | calculated total energy (eV) |
| --- | --- |
| 1 | -13427.2299 |
| 2 | -258072.5877 |
| 3 | -8699.2456 |
| 4 | -10415.0908 |
| 5 | -405223.8334 |
| 6 | -191159.0199 |